ORCA calculation (wB97M-V/def2-TZVPD) on a 7-piece molecular cluster, C32H79N5O7 overall at a distorted geometry.

Computed properties:
- SMILES string: CC1(C)CCCC(C)(C)N1O.CC1(C)CCCC(C)(C)N1O.COC[C@H](C)N.COC[C@H](C)N.COC[C@H](C)N.CO.CO
- Calculated total energy: -2066.859471 Eh
- Energy above the lowest of the compared OMol25 structures with the same formula, charge and spin: 0.000 eV
- HOMO: -0.3004 Eh
- Kohn-Sham gap: 8.52 eV

Geometry as ORCA input:
```
! RIJCOSX wB97M-V def2-TZVPD def2/J DEFGRID3
* xyz 0 1
C 4.131 -0.595 -3.303
C 3.514 0.694 -2.684
C 2.192 0.258 -1.915
C 4.418 1.408 -1.618
C 5.472 2.244 -2.262
C 4.850 3.173 -3.306
C 4.015 2.491 -4.405
C 3.277 3.581 -5.321
C 4.948 1.733 -5.398
N 3.047 1.644 -3.703
O 2.169 1.029 -4.598
H 4.345 -1.252 -2.459
H 3.429 -0.921 -4.082
H 5.099 -0.430 -3.688
H 2.395 -0.262 -0.952
H 1.526 1.119 -1.698
H 1.589 -0.522 -2.435
H 3.708 2.069 -1.094
H 4.752 0.644 -0.914
H 5.885 2.936 -1.549
H 6.353 1.712 -2.674
H 5.624 3.747 -3.857
H 4.245 3.906 -2.766
H 2.972 3.082 -6.254
H 4.043 4.369 -5.506
H 2.415 4.031 -4.767
H 5.411 2.387 -6.106
H 4.242 1.042 -5.952
H 5.749 1.038 -4.941
H 1.274 1.230 -4.237
C -5.626 -0.991 1.030
C -5.001 0.040 1.960
C -4.638 1.270 1.061
C -6.065 0.412 3.012
C -6.329 -0.707 4.028
C -5.130 -0.912 4.799
C -3.867 -1.383 3.845
C -2.572 -1.338 4.572
C -4.163 -2.878 3.233
N -3.778 -0.330 2.761
O -2.780 -0.754 1.868
H -5.982 -1.887 1.582
H -6.362 -0.553 0.374
H -4.846 -1.359 0.325
H -3.932 0.998 0.271
H -5.463 1.866 0.651
H -3.996 1.965 1.657
H -5.758 1.269 3.589
H -7.012 0.662 2.442
H -7.094 -0.338 4.647
H -6.661 -1.635 3.592
H -5.296 -1.730 5.550
H -4.736 -0.033 5.310
H -1.923 -1.965 3.922
H -2.608 -1.737 5.565
H -2.189 -0.318 4.667
H -3.242 -3.471 3.225
H -4.642 -2.738 2.230
H -4.899 -3.359 3.837
H -2.253 0.065 1.829
C 4.083 -3.746 0.202
O 3.726 -2.753 1.197
C 2.382 -2.990 1.598
C 1.893 -1.989 2.578
C 0.489 -2.382 3.028
N 1.811 -0.630 2.019
H 4.067 -4.740 0.706
H 5.138 -3.608 -0.089
H 3.454 -3.667 -0.718
H 1.781 -3.027 0.712
H 2.233 -3.968 2.164
H 2.583 -2.061 3.386
H 0.175 -1.800 3.854
H 0.442 -3.407 3.411
H -0.245 -2.316 2.240
H 1.051 -0.610 1.367
H 2.666 -0.405 1.541
C 1.631 5.433 -1.774
O 2.201 5.512 -0.451
C 1.752 4.417 0.215
C 2.640 4.178 1.410
C 4.088 3.831 1.083
N 1.958 3.201 2.192
H 0.504 5.543 -1.805
H 1.907 4.478 -2.205
H 1.956 6.324 -2.368
H 0.664 4.476 0.562
H 1.835 3.538 -0.372
H 2.633 5.152 1.930
H 4.683 3.771 1.995
H 4.598 4.520 0.405
H 4.151 2.832 0.636
H 2.163 2.272 1.756
H 2.080 3.246 3.167
C -4.807 -1.513 -2.926
O -4.028 -2.111 -1.892
C -2.820 -1.511 -1.605
C -1.948 -2.569 -0.895
C -0.597 -1.976 -0.552
N -1.838 -3.673 -1.840
H -5.462 -2.264 -3.295
H -4.069 -1.239 -3.700
H -5.354 -0.603 -2.586
H -2.251 -1.275 -2.547
H -2.979 -0.639 -0.944
H -2.419 -2.951 0.046
H -0.057 -2.499 0.242
H -0.818 -0.971 -0.184
H 0.051 -1.742 -1.367
H -1.581 -3.289 -2.794
H -2.723 -4.195 -1.927
C -1.396 -5.272 1.153
O -0.269 -5.082 0.268
H -1.645 -4.341 1.615
H -2.330 -5.521 0.604
H -1.217 -6.073 1.856
H -0.623 -4.826 -0.596
C -1.148 2.064 0.540
O -1.260 1.378 1.774
H -0.149 2.468 0.477
H -1.256 1.348 -0.268
H -1.861 2.923 0.429
H -0.569 1.612 2.353
*
```

Atom charges from the Mulliken analysis, given in e for atoms 1 to 8:
1 C -1.971
2 C 1.902
3 C -2.212
4 C -0.155
5 C -1.177
6 C -1.083
7 C 1.201
8 C -1.662

ORCA calculation (wB97M-V/def2-TZVPD) on one molecule with the formula C6H13N.

Computed properties:
- SMILES string: C[C@H]1N(C)C1(C)C
- Calculated total energy: -291.128064 Eh
- Energy above the lowest of the compared OMol25 structures with the same formula, charge and spin: 0.835 eV
- HOMO: -0.3241 Eh
- Kohn-Sham gap: 9.90 eV

Geometry as ORCA input:
```
! RIJCOSX wB97M-V def2-TZVPD def2/J DEFGRID3
* xyz 0 1
C 1.135 -1.914 0.582
C 0.816 -0.484 0.235
N 0.141 -0.155 -1.002
C 0.782 0.839 -1.838
C -0.512 0.201 0.257
C -0.552 1.623 0.786
C -1.819 -0.540 0.455
H 1.938 -2.284 -0.067
H 1.484 -1.978 1.618
H 0.274 -2.577 0.463
H 1.645 0.199 0.458
H 0.034 1.496 -2.294
H 1.522 1.450 -1.293
H 1.312 0.317 -2.641
H -0.580 1.605 1.883
H 0.325 2.205 0.491
H -1.450 2.151 0.444
H -1.774 -1.539 0.015
H -2.618 0.007 -0.062
H -2.102 -0.622 1.510
*
```

Atom charges from the natural (NBO) analysis, given in e for atoms 1 to 8:
1 C -0.616
2 C -0.067
3 N -0.417
4 C -0.414
5 C 0.090
6 C -0.626
7 C -0.608
8 H 0.213

ORCA calculation (wB97M-V/def2-TZVPD) on an isolated ion of composition C6H8N and charge +1 at a distorted geometry.

Computed properties:
- Calculated total energy: -287.732080 Eh
- Energy above the lowest of the compared OMol25 structures with the same formula, charge and spin: 6.100 eV
- HOMO (spin up / spin down): -0.4879 / -0.4879 Eh
- Kohn-Sham gap (spin up / spin down): 7.48 / 7.48 eV

Geometry as ORCA input:
```
! RIJCOSX wB97M-V def2-TZVPD def2/J DEFGRID3
* xyz 1 1
C -1.162 -1.224 -0.166
C 0.289 -1.880 -0.084
C -1.397 0.032 0.090
C 1.508 1.307 -1.083
C 1.310 -1.019 -0.337
C -1.432 1.083 1.011
N 0.957 0.321 -0.556
H -2.035 -1.687 -0.647
H 0.326 -2.864 0.204
H 2.381 1.207 -1.653
H 1.053 2.303 -0.860
H 2.323 -1.407 0.065
H -1.812 2.020 0.650
H -0.387 1.093 1.420
H -1.923 0.715 1.945
*
```

Atom charges from the natural (NBO) analysis, given in e for atoms 1 to 8:
1 C -0.301
2 C -0.174
3 C 0.514
4 C 0.069
5 C -0.012
6 C -0.792
7 N -0.452
8 H 0.322

ORCA calculation (wB97M-V/def2-TZVPD) on one molecule with the formula C22H25N3O6S.

Computed properties:
- SMILES string: COc1cc(NC(=O)[C@H]2CCCN2S(=O)(=O)c2ccc3c(c2)CCC(=O)N3)cc(OC)c1
- Calculated total energy: -1867.282190 Eh
- Energy above the lowest of the compared OMol25 structures with the same formula, charge and spin: 1.124 eV
- HOMO: -0.3058 Eh
- Kohn-Sham gap: 8.94 eV

Geometry as ORCA input:
```
! RIJCOSX wB97M-V def2-TZVPD def2/J DEFGRID3
* xyz 0 1
C -1.507 -0.265 4.676
O -0.823 0.352 3.605
C -0.173 -0.444 2.709
C 0.606 0.215 1.758
C 1.309 -0.516 0.813
N 2.046 0.194 -0.143
C 2.649 -0.282 -1.260
O 2.841 -1.449 -1.526
C 3.014 0.858 -2.229
C 3.841 0.379 -3.425
C 2.791 0.108 -4.505
C 1.748 1.192 -4.249
N 1.753 1.321 -2.803
S 0.856 2.475 -2.043
O 0.398 3.446 -2.992
O 1.607 2.934 -0.897
C -0.536 1.576 -1.365
C -0.673 0.210 -1.506
C -1.639 -0.454 -0.772
C -2.462 0.257 0.095
C -2.376 1.653 0.170
C -1.392 2.299 -0.552
C -3.366 2.362 1.044
C -3.576 1.559 2.324
C -3.928 0.118 2.043
O -4.610 -0.572 2.767
N -3.375 -0.400 0.903
C 1.252 -1.907 0.810
C 0.463 -2.556 1.748
O 0.316 -3.905 1.823
C 1.059 -4.711 0.936
C -0.256 -1.826 2.696
H -0.846 -0.929 5.238
H -2.382 -0.823 4.330
H -1.835 0.548 5.323
H 0.650 1.292 1.767
H 1.964 1.207 -0.078
H 3.498 1.670 -1.676
H 4.401 -0.518 -3.168
H 4.530 1.159 -3.743
H 3.200 0.157 -5.511
H 2.351 -0.876 -4.343
H 0.747 0.921 -4.588
H 2.027 2.143 -4.719
H -0.013 -0.335 -2.161
H -1.735 -1.527 -0.844
H -1.264 3.368 -0.486
H -3.020 3.368 1.278
H -4.315 2.450 0.504
H -4.355 1.994 2.949
H -2.644 1.547 2.898
H -3.505 -1.394 0.758
H 1.816 -2.449 0.073
H 0.785 -4.521 -0.106
H 0.809 -5.739 1.195
H 2.134 -4.555 1.060
H -0.857 -2.376 3.400
*
```

Atom charges from the natural (NBO) analysis, given in e for atoms 1 to 8:
1 C -0.264
2 O -0.509
3 C 0.345
4 C -0.357
5 C 0.286
6 N -0.651
7 C 0.685
8 O -0.619

ORCA calculation (wB97M-V/def2-TZVPD) on a 8-piece molecular cluster, C29H54O19S3 overall at a distorted geometry.

Computed properties:
- SMILES string: CCOS(C)(=O)=O.CCOS(C)(=O)=O.CCOS(C)(=O)=O.O=C1CCCO1.O=C1CCCO1.O=C1CCCO1.O=C1CCCO1.O=C1CCCO1
- Calculated total energy: -3761.355901 Eh
- HOMO: -0.3574 Eh
- Kohn-Sham gap: 9.69 eV

Geometry as ORCA input:
```
! RIJCOSX wB97M-V def2-TZVPD def2/J DEFGRID3
* xyz 0 1
C -2.365 6.438 -0.372
C -0.828 6.118 -0.474
O 0.168 7.022 0.073
S 0.868 8.081 -1.007
C 2.097 6.781 -1.765
O -0.190 8.424 -1.882
O 1.753 9.064 -0.355
H -2.655 6.665 0.654
H -2.980 5.611 -0.728
H -2.801 7.318 -0.844
H -0.660 5.230 0.135
H -0.634 5.845 -1.512
H 2.811 6.448 -1.012
H 2.625 7.200 -2.622
H 1.583 5.914 -2.182
C 6.588 -2.728 0.717
C 6.261 -1.607 1.755
O 5.295 -0.683 1.210
S 4.821 0.611 2.054
C 3.324 -0.106 2.798
O 5.809 0.956 3.155
O 4.387 1.598 1.052
H 5.735 -3.352 0.448
H 7.475 -3.297 0.994
H 6.816 -2.247 -0.235
H 5.817 -2.196 2.557
H 7.168 -1.101 2.088
H 2.654 -0.137 1.939
H 2.984 0.751 3.379
H 3.472 -1.093 3.239
C -1.072 -2.224 -4.283
C -2.020 -3.249 -4.793
O -1.619 -4.531 -4.277
S -0.428 -5.286 -5.155
C -0.981 -7.076 -4.964
O -0.531 -4.880 -6.549
O 0.779 -5.029 -4.416
H -0.093 -2.354 -4.744
H -0.992 -2.349 -3.203
H -1.343 -1.228 -4.634
H -2.960 -3.177 -4.246
H -2.255 -3.234 -5.857
H -0.733 -7.453 -3.972
H -0.269 -7.568 -5.626
H -1.959 -7.222 -5.424
O -2.569 -0.304 -1.767
C -1.935 0.151 -0.875
C -0.376 0.150 -0.724
C -0.128 0.823 0.628
C -1.490 1.429 1.016
O -2.422 0.781 0.151
H 0.000 -0.862 -0.876
H 0.178 0.590 -1.554
H 0.263 0.039 1.276
H 0.596 1.617 0.442
H -1.524 1.405 2.106
H -1.559 2.428 0.585
O -3.239 -3.151 6.050
C -2.501 -2.870 5.080
C -1.010 -2.857 5.225
C -0.655 -3.024 3.720
C -1.790 -2.369 2.958
O -2.917 -2.421 3.811
H -0.717 -1.842 5.496
H -0.420 -3.485 5.893
H 0.348 -2.703 3.438
H -0.625 -4.090 3.496
H -1.496 -1.326 2.837
H -1.851 -2.930 2.026
O -0.768 4.075 2.447
C 0.073 4.916 2.860
C 1.592 4.854 2.976
C 1.902 6.254 3.263
C 0.717 6.916 3.849
O -0.320 5.995 3.549
H 1.839 4.112 3.735
H 2.150 4.530 2.097
H 2.706 6.376 3.989
H 2.283 6.769 2.381
H 0.681 6.879 4.938
H 0.444 7.919 3.521
O 1.893 -2.328 0.832
C 2.047 -3.149 -0.123
C 2.137 -4.662 -0.295
C 2.646 -4.652 -1.737
C 2.535 -3.212 -2.348
O 2.037 -2.492 -1.336
H 2.886 -5.165 0.317
H 1.159 -5.120 -0.149
H 3.688 -4.956 -1.842
H 2.153 -5.338 -2.426
H 3.521 -2.797 -2.556
H 2.000 -2.984 -3.270
O -8.861 -1.499 -1.673
C -7.659 -1.441 -1.488
C -6.615 -2.428 -1.995
C -5.433 -1.971 -1.229
C -5.621 -0.540 -0.819
O -7.028 -0.386 -0.962
H -7.049 -3.393 -1.731
H -6.461 -2.297 -3.066
H -5.401 -2.604 -0.341
H -4.440 -2.015 -1.677
H -5.370 -0.231 0.195
H -5.142 0.216 -1.441
*
```

Atom charges from the Mulliken analysis, given in e for atoms 1 to 8:
1 C -1.334
2 C 0.016
3 O -0.300
4 S 1.092
5 C -0.902
6 O -0.546
7 O -0.590
8 H 0.324